(1)
Below is a gas-phase ion, C26H57N4O (charge +1), with properties calculated with the ωB97M-V functional and the def2-TZVPD basis.

The SMILES is CCCCCCCCCCCCCC[C@H]1[C@@H](N)C[C@H](CCC)[C@@](O)(CCN)[N@@H+]1CNC. As for the charge: +1. Its largest force on an atom is 0.0052 hartree/bohr. The calculation puts the HOMO energy at -12.3 eV. Its total energy is -35889.3454 eV.

```
88
Properties=species:S:1:pos:R:3:forces:R:3
C 1.899714 0.154692 3.838063 -0.052 -0.029 -0.048
C 3.325514 0.691502 3.621928 -0.004 -0.003 -0.106
C 4.416129 -0.345688 3.914714 -0.033 0.027 -0.014
C 4.608338 -1.316969 2.749332 -0.106 -0.053 -0.046
C 5.493573 -0.764210 1.636328 0.044 0.079 0.056
C 5.402422 -1.576628 0.347130 -0.061 -0.030 0.071
C 5.905813 -0.844351 -0.893674 0.097 -0.028 -0.003
C 5.082676 0.380061 -1.346410 -0.007 0.072 -0.030
C 3.606809 0.379850 -0.960769 -0.084 -0.057 -0.029
C 2.770938 -0.707236 -1.639951 0.019 -0.003 -0.009
C 1.396612 -0.879454 -0.974171 -0.081 0.044 -0.022
C 1.005619 -2.332114 -0.699422 -0.007 0.006 -0.043
C -0.257767 -2.475503 0.165819 -0.018 0.125 0.039
C -1.549538 -2.810379 -0.608966 -0.028 -0.077 -0.015
C -2.665177 -1.771790 -0.580912 0.036 0.140 -0.043
C -3.398709 -1.564771 0.744840 0.082 0.078 0.025
N -2.545362 -1.191032 1.870911 -0.075 -0.031 0.088
C -4.491919 -0.546589 0.478747 -0.059 0.005 -0.064
C -4.018362 0.852444 0.041283 0.156 0.072 -0.070
C -5.144009 1.514237 -0.783338 0.100 -0.001 -0.056
C -5.235235 3.051570 -0.724916 0.050 -0.014 0.039
C -4.797585 3.814486 -1.986560 -0.009 -0.001 -0.005
C -2.608934 0.916150 -0.618089 -0.196 0.033 0.180
O -2.680203 1.812057 -1.676885 0.132 -0.094 -0.041
C -1.496470 1.334316 0.344312 0.013 -0.016 0.104
C -1.761787 2.678252 1.041287 0.021 -0.074 -0.046
N -2.381983 2.481447 2.358228 -0.100 0.103 0.001
N -2.134683 -0.482724 -1.198907 -0.104 -0.043 0.011
C -2.281262 -0.562485 -2.711880 -0.072 0.128 0.096
N -1.229131 0.160737 -3.361600 -0.041 -0.146 -0.216
C -0.233852 -0.678125 -4.045920 -0.033 0.012 0.028
H 1.909488 -0.759309 4.435288 -0.008 0.023 0.023
H 1.266570 0.872242 4.361656 0.031 0.033 -0.008
H 1.393924 -0.081983 2.898161 0.054 -0.048 -0.012
H 3.486546 1.587687 4.223223 -0.020 -0.074 0.082
H 3.427203 1.013062 2.579182 0.040 0.094 0.066
H 4.147028 -0.904963 4.814270 -0.006 0.071 0.047
H 5.359672 0.160359 4.137895 0.022 -0.047 -0.056
H 5.014741 -2.268975 3.101515 0.022 0.019 -0.016
H 3.621133 -1.548457 2.324069 0.018 -0.040 0.055
H 5.221894 0.279926 1.441426 0.001 -0.048 -0.005
H 6.531187 -0.742945 1.985006 -0.010 0.060 -0.037
H 5.975611 -2.500992 0.462383 -0.028 0.002 0.017
H 4.361678 -1.891366 0.208164 0.058 0.012 -0.017
H 6.926387 -0.508584 -0.687138 0.011 -0.033 -0.108
H 5.993155 -1.555501 -1.718151 -0.076 -0.035 0.019
H 5.539032 1.291597 -0.954582 -0.038 -0.006 0.046
H 5.149946 0.462136 -2.435698 0.070 0.048 0.024
H 3.177921 1.356743 -1.208259 -0.007 0.003 0.035
H 3.502986 0.273166 0.124163 0.021 -0.019 -0.030
H 2.654999 -0.461250 -2.699607 0.019 -0.034 -0.005
H 3.308740 -1.659430 -1.616130 -0.022 0.028 0.039
H 0.635491 -0.387408 -1.597974 0.124 0.009 0.100
H 1.390102 -0.345759 -0.016766 0.044 -0.014 0.005
H 1.846637 -2.816840 -0.198518 -0.003 0.027 -0.003
H 0.870359 -2.865235 -1.647721 0.088 -0.062 0.043
H -0.405914 -1.555201 0.739158 0.044 -0.075 0.033
H -0.096661 -3.246892 0.918902 -0.005 -0.013 -0.026
H -1.297285 -3.010206 -1.655514 -0.001 -0.051 0.016
H -1.991045 -3.738662 -0.240227 0.018 0.002 -0.010
H -3.450737 -2.096919 -1.268038 0.026 -0.030 -0.022
H -3.871887 -2.535354 0.929166 -0.068 0.034 0.017
H -2.389852 -1.969060 2.499275 0.053 0.009 -0.071
H -2.960112 -0.445483 2.420186 0.007 0.003 -0.045
H -5.143790 -0.952851 -0.300810 0.017 -0.019 0.011
H -5.114365 -0.429064 1.367889 -0.017 -0.027 -0.027
H -3.897822 1.445585 0.947784 -0.028 -0.049 0.014
H -5.083249 1.188304 -1.826174 -0.035 -0.042 0.021
H -6.075232 1.095738 -0.395893 0.002 0.024 0.021
H -6.268374 3.313448 -0.495476 -0.009 -0.004 -0.040
H -4.659118 3.403577 0.135580 -0.030 0.015 0.008
H -5.551616 4.541260 -2.286386 0.022 0.017 0.016
H -4.642354 3.136688 -2.826104 -0.049 0.008 -0.007
H -3.864009 4.357632 -1.838427 0.000 -0.037 0.001
H -1.779334 2.034372 -1.958980 -0.106 -0.026 0.017
H -1.384443 0.566070 1.108619 0.111 0.000 -0.022
H -0.557492 1.371077 -0.224496 -0.063 0.080 -0.043
H -2.422723 3.287506 0.421778 0.034 -0.002 -0.024
H -0.819830 3.226619 1.107512 -0.007 -0.002 0.047
H -1.709861 2.602442 3.105775 0.015 -0.092 -0.039
H -3.110578 3.166753 2.517949 0.064 0.004 0.024
H -1.125374 -0.482470 -1.025477 -0.049 0.021 -0.021
H -2.266761 -1.624846 -2.950651 0.043 -0.014 -0.053
H -3.266175 -0.160401 -2.937069 0.018 -0.018 -0.011
H -1.623065 0.824296 -4.016086 0.046 0.081 0.106
H -0.618267 -1.136602 -4.961297 -0.015 -0.009 0.022
H 0.637285 -0.073439 -4.292566 -0.022 -0.011 -0.017
H 0.095422 -1.473596 -3.376311 0.004 0.035 -0.033
```
Positions in Å, forces in eV/Å.

***

(2)
Below is 2 unconnected molecules or ions with the total composition CN2O3S in a non-equilibrium geometry, with properties calculated with the ωB97M-V functional and the def2-TZVPD basis.

As for the charge: 0. Its largest force on an atom is 0.1158 hartree/bohr. The calculation puts the HOMO energy (spin up / spin down) at -10.0 / -9.9 eV. Its total energy is -20987.9456 eV.

```
7
Properties=species:S:1:pos:R:3:forces:R:3
C -1.120403 -1.677000 -0.374053 -0.300 -0.472 -0.106
N -2.026602 -2.299741 -0.695419 -0.630 -0.929 -0.423
N 1.063297 1.594461 0.506536 -3.783 -4.406 -1.316
O -0.040299 1.856720 0.225582 -0.560 0.125 -0.144
O 2.005949 2.122845 0.792212 4.601 2.563 1.404
O -0.313011 -0.806083 0.020255 1.035 1.758 0.710
S 1.314965 -0.794289 0.447972 -0.364 1.361 -0.126
```
Positions in Å, forces in eV/Å.

***

(3)
Below is a molecular structure, C36H36BeCl2O2SSbSi in a non-equilibrium geometry, with properties calculated with the ωB97M-V functional and the def2-TZVPD basis.

As for the charge: -1. Its largest force on an atom is 0.0653 hartree/bohr. The calculation puts the HOMO energy at -3.9 eV. Its total energy is -92711.9342 eV.

```
80
Properties=species:S:1:pos:R:3:forces:R:3
Be 4.618060 -9.376419 18.102363 -1.347 0.754 1.340
Cl 6.037535 -8.296142 11.416446 0.328 0.067 -1.114
C 5.637463 -8.263560 13.064156 -0.285 -0.244 2.020
C 5.271958 -7.034517 13.690307 -0.265 -0.498 -0.772
C 4.751974 -7.036884 14.960465 0.453 0.738 -0.160
C 4.818313 -8.184443 15.758878 -0.945 -1.431 2.886
O 4.371624 -8.152721 17.028953 1.278 0.099 -2.845
C 5.370114 -9.395577 15.181617 -0.317 0.563 0.852
C 5.592531 -10.514164 16.050055 -1.266 -0.493 1.553
O 5.252834 -10.562125 17.279025 1.386 -0.839 -2.938
C 5.683559 -9.433016 13.815233 0.627 0.487 -0.847
H 5.368636 -6.114691 13.094366 -0.262 -0.439 0.371
H 4.382764 -6.133855 15.436587 0.102 -0.052 -0.120
H 6.009159 -11.457047 15.637894 -0.026 0.545 0.057
H 6.055198 -10.346892 13.323333 -0.322 0.392 0.422
C 7.962408 -10.493808 20.881787 -0.245 -1.129 -0.571
Si 6.135320 -10.003335 21.034895 -0.408 0.044 -0.471
C 5.177160 -11.624533 21.192882 1.005 -0.514 -0.229
C 6.074764 -9.110901 22.717922 -0.444 -0.292 -0.047
C 5.526684 -8.991953 19.592371 0.534 0.354 -0.069
H 8.330084 -11.038320 21.759869 -0.092 0.106 0.002
H 8.563393 -9.613508 20.748854 0.407 0.496 -0.075
H 8.136930 -11.168335 20.003835 -0.172 0.560 0.555
H 5.275760 -12.077002 22.177110 -0.022 0.006 0.302
H 5.691097 -12.332154 20.504444 -0.471 0.299 0.134
H 4.129736 -11.586062 20.940674 -0.360 0.122 -0.208
H 5.959403 -9.839132 23.541820 0.097 0.319 -0.265
H 5.317285 -8.331693 22.818229 -0.290 -0.156 -0.056
H 7.004029 -8.583249 22.840532 0.661 0.181 0.195
H 6.354904 -8.574912 18.976649 0.181 0.079 0.633
H 5.003977 -8.130671 20.046742 0.073 -0.052 -0.266
S 2.577125 -9.881936 18.887390 0.146 -0.527 -0.569
Sb 2.147085 -8.734969 21.834516 0.951 1.541 -0.569
C 2.165932 -10.571300 22.944154 -0.372 0.053 0.610
C 1.360613 -11.627452 22.536660 -0.518 0.061 -0.382
C 1.194718 -12.757962 23.323169 0.401 0.469 -0.134
C 1.909085 -12.873739 24.514782 -0.408 -0.596 -0.427
C 2.829556 -11.915137 24.866351 0.207 0.678 -0.334
C 2.937387 -10.760569 24.078384 0.583 0.606 0.543
C 2.607504 -7.101714 23.274439 -0.052 -1.205 -0.455
C 2.668868 -7.293918 24.627578 -0.686 0.661 1.143
C 2.793352 -6.225757 25.528964 0.346 -0.730 -0.741
C 2.966909 -4.958980 25.015911 -0.362 1.197 0.192
C 2.884883 -4.733126 23.642910 0.501 -0.677 0.049
C 2.788879 -5.824889 22.782396 -0.057 1.001 -0.975
C 0.011397 -8.303928 21.866756 0.322 -0.618 0.245
C -0.759985 -9.154833 21.079327 -0.334 -0.749 -0.662
C -2.160972 -9.175577 21.144627 1.265 0.371 0.330
C -2.790681 -8.332375 22.046254 -0.505 -0.377 0.012
C -2.043583 -7.519110 22.884109 0.982 0.380 -0.641
C -0.630790 -7.442224 22.745627 -1.171 0.142 0.447
H 0.830391 -11.536670 21.588827 -0.036 -0.145 0.193
H 0.531472 -13.532849 22.977383 -0.126 -0.215 0.102
H 1.743843 -13.752217 25.119943 0.145 -0.097 0.180
H 3.458557 -12.049250 25.735445 -0.022 0.087 0.096
H 3.625093 -9.943264 24.353750 -0.233 -0.665 0.086
H 2.484940 -8.271753 25.013535 -0.043 -0.519 0.381
H 2.738573 -6.440826 26.580606 0.205 0.165 0.339
H 3.125331 -4.081087 25.656172 -0.212 -0.482 -0.051
H 2.939387 -3.727012 23.251939 0.168 0.043 -0.042
H 2.869667 -5.634752 21.695035 -0.332 -0.228 0.582
H -0.258542 -9.853968 20.377776 -0.304 0.496 0.494
H -2.697085 -9.887900 20.552773 -0.357 -0.112 -0.348
H -3.885422 -8.341113 22.091282 0.399 0.038 0.205
H -2.576139 -6.916666 23.600273 0.098 0.307 0.175
H -0.069712 -6.702298 23.329208 -0.179 -0.493 -0.041
Cl 2.825888 -11.501247 12.269359 0.334 -0.638 -1.028
C 2.164419 -11.116467 13.784583 -1.346 1.695 1.207
C 1.449349 -9.885435 13.887141 0.390 -1.155 -0.373
C 1.107870 -9.395179 15.133082 -0.140 0.225 0.106
C 1.462253 -10.088426 16.292066 0.666 -0.596 0.013
C 1.326899 -9.463702 17.657481 -0.389 -0.143 -0.345
C 2.043657 -11.350679 16.161286 0.159 0.080 0.017
C 2.368287 -11.889058 14.916212 0.097 0.289 -0.208
H 1.144169 -9.396565 12.960381 0.321 0.108 0.320
H 0.596263 -8.427567 15.230915 0.228 -0.407 -0.124
H 0.362369 -9.765633 18.074784 -0.122 0.193 -0.021
H 1.311920 -8.393595 17.480233 -0.111 0.304 0.225
H 2.367987 -11.852202 17.075121 -0.233 0.029 -0.214
H 2.821847 -12.867984 14.813361 0.143 0.079 0.121
```
Positions in Å, forces in eV/Å.